{
  "formula": "C10H22P",
  "method": "the ωB97M-V functional and the def2-TZVPD basis",
  "elements": ["C", "C", "C", "C", "C", "C", "C", "C", "C", "C", "P", "H", "H", "H", "H", "H", "H", "H", "H", "H", "H", "H", "H", "H", "H", "H", "H", "H", "H", "H", "H", "H", "H"],
  "xyz": [[-0.17204, -1.07339, -0.65118], [-1.21853, -0.06179, 0.07418], [-0.20276, 1.14818, 0.11141], [-0.04541, -2.60357, -0.49994], [-1.49143, -0.66855, 1.42678], [-2.48800, 0.06262, -0.68703], [-0.30246, 2.07714, -1.03744], [-0.03840, 1.92126, 1.43325], [2.54624, 0.22738, -1.47721], [1.98939, -0.65592, 1.29379], [1.24007, 0.04669, -0.22287], [-0.44770, -0.90470, -1.83895], [0.64011, -2.83484, 0.29922], [0.25227, -2.94431, -1.45749], [-1.00819, -2.94864, -0.23184], [-2.42451, -0.40309, 1.90724], [-0.62336, -0.43950, 2.17172], [-1.50820, -1.76187, 1.29269], [-3.17813, 0.95163, -0.32401], [-3.00681, -0.87731, -0.53533], [-2.57962, 0.09418, -1.84933], [0.63543, 2.78232, -1.04986], [-1.08702, 2.76532, -0.81827], [-0.43587, 1.61373, -1.97876], [-0.97981, 1.88887, 1.85260], [0.41389, 2.89517, 1.37248], [0.41574, 1.24468, 2.03406], [3.02756, 1.16362, -1.67930], [1.96935, -0.05797, -2.35440], [3.29184, -0.39235, -1.26371], [2.84710, 0.07612, 1.43109], [2.52808, -1.56868, 1.05239], [1.44120, -0.76242, 2.20404]],
  "forces_ev_per_a": [[-0.426, 1.100, -3.870], [2.385, -0.968, -0.275], [1.072, 0.634, 0.420], [-0.024, 2.334, 0.722], [1.669, -0.411, 1.862], [-2.864, 1.592, -1.789], [1.950, 2.458, 0.325], [-0.607, -0.292, -2.597], [-3.733, 2.233, -0.711], [2.369, 1.732, -1.222], [-1.222, -2.040, 0.875], [0.958, -0.144, 2.754], [0.282, -0.439, 0.112], [0.405, -0.899, -0.583], [-0.975, -0.884, 0.055], [-0.147, 0.385, -0.035], [-1.747, -0.568, -1.191], [-0.162, 0.402, 0.358], [1.372, -1.877, -0.454], [-0.517, -0.079, 0.468], [1.185, 0.417, 1.858], [-1.526, -1.408, -0.235], [-0.955, 0.464, -0.245], [-0.173, -0.359, -1.064], [-2.355, 0.998, 0.941], [0.136, 0.182, -0.040], [2.216, -1.271, 2.336], [-0.288, 0.925, 0.286], [0.473, -0.165, -0.404], [2.944, -3.148, 0.813], [-0.869, -0.676, 0.447], [-0.263, -0.300, -0.154], [-0.564, 0.070, 0.237]],
  "homo_lumo_gap_ha": 0.4280,
  "total_charge": 1,
  "relative_energy_ev": 0.000,
  "homo_energy_ev": -14.29,
  "fmax_ha_per_bohr": 0.0857,
  "total_energy_ha": -735.263629,
  "mol_weight_da": 173.26,
  "spin_multiplicity": 1
}

{
  "formula": "C30H48FN3O8S",
  "method": "the ωB97M-V functional and the def2-TZVPD basis",
  "elements": ["O", "C", "O", "C", "C", "C", "C", "C", "C", "C", "C", "C", "C", "C", "S", "C", "N", "N", "C", "O", "C", "O", "C", "C", "C", "F", "C", "C", "O", "C", "O", "C", "C", "O", "C", "O", "H", "H", "H", "H", "H", "H", "H", "H", "H", "H", "H", "H", "H", "H", "H", "H", "H", "H", "H", "H", "H", "H", "H", "H", "H", "H", "H", "H", "H", "H", "H", "H", "H", "C", "C", "N", "C", "C", "C", "C", "H", "H", "H", "H", "H", "H", "H", "H", "H", "H", "H", "H", "H", "H", "H"],
  "xyz": [[1.22528, -6.24146, -2.91147], [1.98217, -5.35356, -3.21639], [2.85129, -4.79934, -2.33064], [2.10250, -4.74506, -4.59208], [1.43021, -3.36167, -4.73683], [1.66114, -2.42492, -3.58909], [0.79840, -2.21172, -2.59185], [-0.56618, -2.83696, -2.51575], [-1.59673, -2.02797, -3.31708], [-3.02321, -2.57501, -3.16578], [-3.94533, -1.63736, -2.37416], [-5.16167, -2.33736, -1.73312], [-5.18847, -2.30733, -0.19502], [-6.21456, -1.32267, 0.37574], [-5.50686, 0.34588, 0.50546], [-6.66843, 1.23971, -0.42700], [-7.62282, 0.80910, -1.17317], [-8.23426, 1.94908, -1.69865], [-7.59779, 2.94196, -1.23308], [-6.57943, 2.58523, -0.40619], [1.13278, -1.24804, -1.49348], [0.27852, -0.95261, -0.68298], [2.50105, -0.65904, -1.40815], [2.93047, 0.17820, -0.22925], [2.03977, 0.25029, 0.99680], [2.67257, 1.10848, 1.89966], [3.34791, -0.85930, -2.42873], [4.71880, -0.22258, -2.46849], [4.69225, 1.20100, -2.45565], [3.91859, 1.77394, -3.47662], [2.59882, 2.00998, -3.08172], [2.37197, 3.23991, -2.40416], [1.32137, 3.04469, -1.31721], [0.45090, 4.16667, -1.35711], [2.96387, -1.70251, -3.59902], [3.71114, -1.80351, -4.55074], [2.55606, -5.05547, -1.44428], [3.16480, -4.67017, -4.83373], [1.62799, -5.44668, -5.27609], [1.84633, -2.90835, -5.63701], [0.36411, -3.50458, -4.91374], [-0.89503, -2.86990, -1.47711], [-0.52740, -3.86623, -2.88362], [-1.28661, -1.96870, -4.36409], [-1.56011, -0.99909, -2.94244], [-3.00625, -3.55664, -2.68246], [-3.44567, -2.72419, -4.16361], [-4.28377, -0.83516, -3.03432], [-3.34413, -1.16174, -1.59255], [-6.06939, -1.85659, -2.10707], [-5.19747, -3.37306, -2.07840], [-5.40654, -3.29764, 0.20987], [-4.19925, -2.02544, 0.17690], [-7.09239, -1.25617, -0.26214], [-6.54275, -1.62159, 1.37098], [-7.78292, 3.98596, -1.41960], [3.89738, -0.22367, 0.09526], [3.14365, 1.19219, -0.57144], [1.92464, -0.71779, 1.48529], [1.05627, 0.65836, 0.78240], [5.26297, -0.57423, -3.34571], [5.27738, -0.52374, -1.57978], [4.41209, 2.70787, -3.76169], [3.87424, 1.11530, -4.34948], [1.98919, 3.98659, -3.10755], [3.30578, 3.62037, -1.98186], [1.79670, 2.96786, -0.33224], [0.79012, 2.10342, -1.50163], [-0.18435, 4.08195, -0.64089], [0.56870, 2.86169, 3.93077], [0.51927, 3.17241, 5.41864], [0.64850, 1.98215, 6.24018], [0.30438, 2.19465, 7.63389], [1.17261, 3.15446, 8.45621], [1.82992, 1.17362, 5.98508], [3.20231, 1.84731, 6.10541], [-0.16103, 2.09138, 3.67493], [0.33567, 3.76008, 3.35620], [1.55273, 2.51853, 3.61485], [-0.44626, 3.62714, 5.65734], [1.28210, 3.93483, 5.64536], [0.28490, 1.21891, 8.12725], [-0.72737, 2.55985, 7.65767], [2.14931, 2.73012, 8.68568], [0.68049, 3.36949, 9.40684], [1.32364, 4.10489, 7.94301], [1.74474, 0.76158, 4.97636], [1.78760, 0.31039, 6.65426], [3.23375, 2.79846, 5.57223], [3.96429, 1.20225, 5.66394], [3.48803, 2.02860, 7.14075]],
  "forces_ev_per_a": [[0.138, 0.462, 0.034], [-0.081, -0.266, 0.010], [-0.323, 0.162, -0.121], [0.189, -0.182, 0.148], [-0.131, -0.079, -0.160], [0.185, 0.072, 0.013], [-0.161, 0.035, 0.106], [-0.009, -0.056, -0.134], [0.121, 0.189, 0.165], [-0.116, 0.147, -0.249], [0.145, -0.103, 0.131], [0.021, 0.240, -0.195], [-0.043, 0.103, 0.006], [0.057, -0.290, -0.007], [-0.034, 0.206, 0.013], [0.099, -0.279, 0.044], [-0.105, -0.057, -0.057], [-0.323, -0.378, -0.247], [0.092, 0.425, 0.069], [0.102, 0.223, 0.051], [0.016, -0.019, -0.163], [-0.051, -0.011, 0.067], [0.102, -0.101, -0.120], [0.023, -0.188, 0.075], [-0.149, 0.013, -0.174], [0.129, -0.011, 0.085], [0.015, 0.002, 0.029], [-0.059, -0.098, 0.009], [0.066, 0.037, 0.053], [0.019, 0.099, -0.236], [-0.029, -0.090, -0.030], [-0.026, 0.142, 0.018], [0.127, -0.033, 0.109], [-0.016, -0.065, -0.002], [-0.040, 0.055, 0.204], [0.046, -0.051, -0.118], [0.152, -0.244, -0.018], [-0.043, 0.066, 0.024], [0.088, 0.060, -0.060], [-0.043, 0.018, 0.019], [0.024, 0.037, 0.147], [0.048, -0.025, 0.024], [-0.029, 0.052, 0.021], [-0.035, -0.111, 0.027], [-0.039, -0.015, -0.070], [0.091, 0.015, -0.004], [-0.082, -0.158, 0.095], [0.084, 0.042, 0.050], [-0.084, 0.033, 0.014], [-0.045, -0.136, 0.033], [-0.012, 0.013, 0.013], [-0.052, 0.013, -0.036], [0.021, -0.201, 0.070], [-0.027, 0.016, 0.024], [0.088, 0.100, 0.028], [0.114, -0.001, 0.079], [-0.001, 0.119, 0.044], [-0.050, -0.057, -0.023], [-0.038, 0.015, 0.008], [0.054, 0.051, 0.071], [-0.060, -0.011, -0.012], [0.026, 0.082, -0.023], [-0.005, -0.005, 0.091], [-0.015, -0.054, 0.075], [-0.003, -0.059, -0.010], [0.000, -0.049, 0.013], [-0.034, 0.010, -0.022], [-0.048, 0.074, -0.115], [-0.016, 0.039, 0.018], [-0.024, 0.060, -0.033], [0.022, 0.004, -0.046], [0.006, 0.010, 0.018], [-0.080, -0.003, 0.087], [-0.005, -0.031, 0.041], [0.067, -0.094, -0.076], [0.017, -0.054, 0.038], [0.005, -0.018, 0.016], [0.000, 0.007, 0.012], [-0.003, -0.008, -0.017], [0.000, -0.014, 0.039], [-0.008, 0.003, 0.002], [0.032, -0.013, -0.022], [0.011, 0.028, -0.041], [0.013, 0.016, -0.036], [-0.003, -0.002, -0.002], [-0.002, 0.000, -0.011], [-0.022, 0.041, -0.013], [-0.015, 0.033, 0.044], [-0.006, -0.003, -0.016], [-0.003, -0.001, -0.004], [-0.024, 0.052, -0.006]],
  "homo_lumo_gap_ha": 0.2410,
  "total_charge": 0,
  "smiles": "O=C(O)CCC1=C(CCCCCCCSc2nnco2)C(=O)C(CCF)=C(COCOCCO)C1=O.CCN(CC)CC",
  "homo_energy_ev": -8.02,
  "fmax_ha_per_bohr": 0.0108,
  "total_energy_ha": -2436.091954,
  "mol_weight_da": 629.79,
  "spin_multiplicity": 1
}

{
  "formula": "C9H14",
  "method": "the ωB97M-V functional and the def2-TZVPD basis",
  "elements": ["C", "C", "C", "C", "C", "C", "C", "H", "H", "H", "H", "H", "H", "H", "H", "C", "C", "H", "H", "H", "H", "H", "H"],
  "xyz": [[-0.56311, 1.34187, 1.69009], [-0.32203, 1.36056, 0.21332], [0.89161, 1.63622, -0.34381], [-1.47558, 1.19709, -0.60879], [1.21725, 1.60424, -1.67477], [-1.19909, 1.12182, -1.96031], [0.11034, 1.39821, -2.46244], [-1.31508, 2.11326, 1.94175], [0.25343, 1.54317, 2.46785], [1.63323, 1.82862, 0.36482], [-2.42998, 1.07249, -0.39917], [2.13728, 1.71509, -2.34362], [-2.09316, 0.90128, -2.58618], [0.17724, 1.47075, -3.57606], [-0.89189, 0.29035, 2.08288], [0.36665, -3.00660, 1.45699], [0.56269, -2.06277, 0.32710], [-0.43220, -2.85663, 2.15477], [0.09886, -3.99663, 1.12679], [1.34720, -3.34441, 1.96125], [-0.27636, -2.27082, -0.32732], [0.53352, -0.96074, 0.55117], [1.66916, -2.09643, -0.05630]],
  "forces_ev_per_a": [[0.110, -0.993, 2.828], [-2.295, 0.441, 0.262], [1.339, -0.354, 0.975], [6.101, 0.021, -2.044], [-0.762, 0.083, -2.833], [0.021, 0.644, -0.393], [-2.000, -0.688, -2.199], [-0.026, -0.678, -0.044], [-0.364, 0.012, -1.763], [1.374, 0.219, 1.048], [-4.121, -0.622, 2.060], [-0.780, 0.177, 2.178], [1.144, 0.366, -0.070], [0.184, -0.328, 1.011], [0.038, 1.827, -1.009], [2.257, -2.226, 1.464], [1.807, 1.870, -0.275], [-0.160, 0.914, 0.677], [-0.300, -0.459, -0.966], [-1.388, 1.261, -0.089], [0.548, 0.276, -1.060], [-0.391, -1.147, 0.333], [-2.335, -0.616, -0.091]],
  "homo_lumo_gap_ha": 0.3636,
  "total_charge": 0,
  "smiles": "Cc1ccccc1.CC",
  "relative_energy_ev": 2.110,
  "homo_energy_ev": -8.89,
  "fmax_ha_per_bohr": 0.1251,
  "total_energy_ha": -351.252668,
  "mol_weight_da": 122.21,
  "spin_multiplicity": 1
}